Computed, not measured: 2 unconnected molecules or ions with the total composition C4H16N2O2 in a non-equilibrium geometry, with ωB97M-V with the def2-TZVPD basis set.

Geometry as XYZ:
```
24
Properties=species:S:1:pos:R:3:forces:R:3
C 0.9123 -2.3713 0.5271 -1.2 2.1 -0.7
O 2.0446 -1.8812 -0.0769 1.8 0.7 -0.5
C -0.2077 -1.3277 -0.1009 0.1 -3.6 -0.4
C -0.4396 -0.1467 0.7089 3.7 3.3 1.1
C -0.7112 1.0961 -0.1866 -3.5 -0.5 1.6
N -0.3020 2.3386 0.5481 0.1 2.1 -1.1
N -1.7088 -2.1857 -0.2291 -1.1 7.2 0.9
H 0.8113 -3.3924 0.1635 -0.8 -0.3 0.9
H 0.8949 -2.0653 1.6088 0.1 -1.4 -0.6
H 2.6996 -2.5368 -0.3936 -0.7 0.3 0.5
H 0.2059 -1.0476 -1.1106 -1.1 -0.8 0.7
H 0.6181 0.1816 1.3057 -2.4 -1.4 -1.6
H -1.1354 -0.2366 1.5311 -0.4 -0.1 0.1
H -1.8981 1.2013 -0.1679 2.4 -0.1 -0.7
H -0.3589 1.1044 -1.2387 0.2 0.0 1.0
H 0.7150 2.6961 0.3959 -1.6 -0.9 -0.2
H -0.5807 2.4245 1.5368 0.3 -0.6 -0.2
H -0.9384 3.0186 0.0780 1.0 0.2 0.4
H -2.5300 -1.7231 0.4328 2.6 -1.1 -2.3
H -2.0201 -2.1037 -1.1976 -0.1 -1.0 0.2
H -1.5762 -3.0086 0.2117 0.6 -4.2 0.8
H 1.5680 4.0383 -1.3147 -0.4 -0.7 -0.3
H 2.4343 2.8699 -1.6347 -0.5 -0.3 0.0
O 1.5034 3.0572 -1.3970 1.0 1.2 0.4
```
Forces are in eV/Å.

Computed properties:
maximum force: 7.3 eV/A
energy relative to the best compared isomer or geometry (same formula, charge and spin): 73.9 kcal/mol
E_HOMO: -17.57 eV
molar mass: 124.18 Da
LUMO: -6.67 eV
charge: +2
DFT total energy: -11464.155 eV
frontier orbital gap: 10.9 eV